The following is a quantum chemistry calculation of a 11-piece molecular cluster, C36H99N17O16 overall in a non-equilibrium geometry, from the OMol25 dataset.

Each atom is followed by the atoms it is bonded to, with distances in Å.
Element x y z (Å)
1 C -2.42 4.70 2.15  O2 1.380, H10 1.090, H11 1.090, H12 1.090
2 O -3.23 4.20 1.15  C1 1.380, C3 1.384
3 C -4.59 4.37 1.35  O2 1.384, C4 1.554, H13 1.090, H14 1.090
4 C -5.03 5.72 0.71  C3 1.554, N5 1.446, H15 1.090, H16 1.090
5 N -4.50 6.98 1.20  C4 1.446, C6 1.470, H17 1.010
6 C -4.96 7.35 2.54  N5 1.470, C7 1.577, H18 1.090, H19 1.090
7 C -4.27 8.69 3.03  C6 1.577, O8 1.504, H20 1.090, H21 1.090
8 O -2.91 8.31 3.52  C7 1.504, C9 1.443
9 C -3.13 7.94 4.90  O8 1.443, H22 1.090, H23 1.090, H24 1.090
10 H -1.36 4.64 1.87  C1 1.090
11 H -2.51 4.16 3.09  C1 1.090
12 H -2.71 5.74 2.25  C1 1.090
13 H -4.97 4.22 2.36  C3 1.090
14 H -5.06 3.66 0.68  C3 1.090
15 H -6.11 5.81 0.77  C4 1.090
16 H -4.74 5.60 -0.33  C4 1.090
17 H -3.50 6.88 1.26  N5 1.010
18 H -4.64 6.63 3.29  C6 1.090
19 H -6.04 7.47 2.49  C6 1.090
20 H -4.91 9.20 3.75  C7 1.090
21 H -4.18 9.42 2.22  C7 1.090
22 H -3.71 7.04 5.07  C9 1.090
23 H -3.53 8.59 5.68  C9 1.090
24 H -2.11 7.79 5.28  C9 1.090
25 C -2.37 3.24 -4.74  O26 1.421, H34 1.090, H35 1.090, H36 1.090
26 O -3.13 3.10 -5.94  C25 1.421, C27 1.491
27 C -2.95 1.90 -6.80  O26 1.491, C28 1.506, H37 1.090, H38 1.090
28 C -3.34 2.15 -8.23  C27 1.506, N29 1.469, H39 1.090, H40 1.090
29 N -2.24 2.71 -9.04  C28 1.469, C30 1.502, H41 1.010
30 C -1.97 4.09 -8.50  N29 1.502, C31 1.590, H42 1.090, H43 1.090
31 C -0.98 5.06 -9.28  C30 1.590, O32 1.374, H44 1.090, H45 1.090
32 O -1.52 5.72 -10.36  C31 1.374, C33 1.408
33 C -1.82 4.92 -11.48  O32 1.408, H46 1.090, H47 1.090, H48 1.090
34 H -1.31 3.11 -4.92  C25 1.090
35 H -2.69 2.64 -3.88  C25 1.090
36 H -2.57 4.25 -4.38  C25 1.090
37 H -3.68 1.24 -6.35  C27 1.090
38 H -2.01 1.37 -6.61  C27 1.090
39 H -4.28 2.68 -8.32  C28 1.090
40 H -3.62 1.20 -8.68  C28 1.090
41 H -1.50 2.09 -8.75  N29 1.010
42 H -1.52 3.92 -7.53  C30 1.090
43 H -2.80 4.69 -8.15  C30 1.090
44 H -0.04 4.52 -9.43  C31 1.090
45 H -0.61 5.86 -8.64  C31 1.090
46 H -1.46 3.89 -11.47  C33 1.090
47 H -1.09 5.27 -12.22  C33 1.090
48 H -2.87 5.04 -11.72  C33 1.090
49 C 5.03 3.22 -9.00  O50 1.375, H58 1.090, H59 1.090, H60 1.090
50 O 3.76 2.79 -8.68  C49 1.375, C51 1.395
51 C 3.60 1.43 -8.44  O50 1.395, C52 1.572, H61 1.090, H62 1.090
52 C 2.10 1.11 -8.07  C51 1.572, N53 1.450, H63 1.090, H64 1.090
53 N 1.68 -0.27 -8.08  C52 1.450, C54 1.493, H65 1.010
54 C 2.04 -1.03 -6.84  N53 1.493, C55 1.552, H66 1.090, H67 1.090
55 C 1.30 -2.36 -6.55  C54 1.552, O56 1.427, H68 1.090, H69 1.090
56 O -0.06 -2.27 -6.13  C55 1.427, C57 1.426
57 C -0.35 -1.67 -4.87  O56 1.426, H70 1.090, H71 1.090, H72 1.090
58 H 5.32 2.65 -9.89  C49 1.090
59 H 5.86 3.04 -8.32  C49 1.090
60 H 5.09 4.30 -9.12  C49 1.090
61 H 4.33 1.11 -7.69  C51 1.090
62 H 3.73 0.90 -9.38  C51 1.090
63 H 1.52 1.51 -8.91  C52 1.090
64 H 1.86 1.69 -7.18  C52 1.090
65 H 1.87 -0.66 -8.99  N53 1.010
66 H 2.24 -0.38 -5.98  C54 1.090
67 H 3.05 -1.40 -7.04  C54 1.090
68 H 1.83 -2.97 -5.82  C55 1.090
69 H 1.30 -2.88 -7.50  C55 1.090
70 H 0.31 -0.88 -4.51  C57 1.090
71 H -0.33 -2.49 -4.16  C57 1.090
72 H -1.36 -1.26 -4.85  C57 1.090
73 C -7.54 4.07 7.43  O74 1.412, H82 1.090, H83 1.090, H84 1.090
74 O -6.56 3.07 7.60  C73 1.412, C75 1.415
75 C -6.48 2.11 6.56  O74 1.415, C76 1.500, H85 1.090, H86 1.090
76 C -5.45 1.02 6.57  C75 1.500, N77 1.456, H87 1.090, H88 1.090
77 N -4.28 1.73 6.09  C76 1.456, C78 1.495, H89 1.010
78 C -3.08 0.85 5.92  N77 1.495, C79 1.601, H90 1.090, H91 1.090
79 C -2.55 -0.11 7.10  C78 1.601, O80 1.423, H92 1.090, H93 1.090
80 O -2.11 -1.36 6.58  C79 1.423, C81 1.380
81 C -1.88 -2.25 7.61  O80 1.380, H94 1.090, H95 1.090, H96 1.090
82 H -7.66 4.54 6.46  C73 1.090
83 H -7.45 4.85 8.19  C73 1.090
84 H -8.54 3.67 7.61  C73 1.090
85 H -6.52 2.59 5.59  C75 1.090
86 H -7.46 1.63 6.49  C75 1.090
87 H -5.69 0.33 5.76  C76 1.090
88 H -5.38 0.70 7.61  C76 1.090
89 H -4.16 2.67 6.43  N77 1.010
90 H -2.22 1.42 5.57  C78 1.090
91 H -3.26 0.25 5.03  C78 1.090
92 H -3.43 -0.18 7.75  C79 1.090
93 H -1.79 0.37 7.71  C79 1.090
94 H -1.31 -1.95 8.49  C81 1.090
95 H -1.46 -3.22 7.33  C81 1.090
96 H -2.81 -2.51 8.13  C81 1.090
97 C 3.95 -4.92 4.82  O98 1.366, H106 1.090, H107 1.090, H108 1.090
98 O 3.27 -5.40 5.90  C97 1.366, C99 1.391
99 C 3.93 -6.10 6.91  O98 1.391, C100 1.601, H109 1.090, H110 1.090
100 C 3.99 -7.68 6.67  C99 1.601, N101 1.489, H111 1.090, H112 1.090
101 N 2.61 -8.26 6.67  C100 1.489, C102 1.432, H113 1.010
102 C 2.22 -8.69 5.36  N101 1.432, C103 1.537, H114 1.090, H115 1.090
103 C 0.76 -9.15 5.54  C102 1.537, O104 1.422, H116 1.090, H117 1.090
104 O -0.10 -8.05 5.78  C103 1.422, C105 1.453
105 C -1.23 -8.22 6.68  O104 1.453, H118 1.090, H119 1.090, H120 1.090
106 H 3.45 -4.31 4.07  C97 1.090
107 H 4.15 -5.91 4.43  C97 1.090
108 H 4.92 -4.46 5.01  C97 1.090
109 H 3.54 -5.69 7.84  C99 1.090
110 H 4.95 -5.70 6.90  C99 1.090
111 H 4.53 -7.97 7.57  C100 1.090
112 H 4.64 -7.92 5.83  C100 1.090
113 H 2.00 -7.51 6.95  N101 1.010
114 H 2.89 -9.51 5.13  C102 1.090
115 H 2.46 -7.87 4.68  C102 1.090
116 H 0.56 -9.91 6.29  C103 1.090
117 H 0.47 -9.49 4.54  C103 1.090
118 H -1.81 -7.31 6.82  C105 1.090
119 H -1.07 -8.63 7.67  C105 1.090
120 H -1.96 -8.75 6.07  C105 1.090
121 N 6.29 2.45 1.71  C122 1.292, H125 1.010, H126 1.010
122 C 5.62 3.35 2.34  N121 1.292, N123 1.296, O124 1.244
123 N 4.75 3.92 1.56  C122 1.296, H127 1.010, H128 1.010
124 O 5.84 3.68 3.52  C122 1.244
125 H 6.99 1.94 2.23  N121 1.010
126 H 6.48 2.89 0.82  N121 1.010
127 H 4.50 4.87 1.80  N123 1.010
128 H 4.60 3.63 0.61  N123 1.010
129 N 6.31 -3.73 -0.69  C130 1.266, H133 1.010, H134 1.010
130 C 7.02 -2.93 -0.02  N129 1.266, N131 1.279, O132 1.232
131 N 6.28 -1.96 0.38  C130 1.279, H135 1.010, H136 1.010
132 O 8.21 -3.04 0.29  C130 1.232
133 H 6.76 -4.60 -0.96  N129 1.010
134 H 5.37 -3.42 -0.85  N129 1.010
135 H 5.35 -1.66 0.12  N131 1.010
136 H 6.80 -1.25 0.86  N131 1.010
137 N -0.38 -1.12 0.47  C138 1.294, H141 1.010, H142 1.010
138 C 0.78 -0.61 0.24  N137 1.294, N139 1.342, O140 1.219
139 N 0.52 0.67 -0.06  C138 1.342, H143 1.010, H144 1.010
140 O 1.78 -1.31 0.29  C138 1.219
141 H -1.17 -0.50 0.62  N137 1.010
142 H -0.46 -2.11 0.64  N137 1.010
143 H -0.36 1.16 0.02  N139 1.010
144 H 1.29 1.25 -0.37  N139 1.010
145 N 2.50 -6.65 -1.83  C146 1.311, H149 1.010, H150 1.010
146 C 2.97 -7.14 -0.71  N145 1.311, N147 1.301, O148 1.179
147 N 2.51 -6.62 0.39  C146 1.301, H151 1.010, H152 1.010
148 O 3.73 -8.04 -0.80  C146 1.179
149 H 1.84 -5.89 -1.75  N145 1.010
150 H 2.86 -7.16 -2.62  N145 1.010
151 H 1.94 -5.79 0.33  N147 1.010
152 H 2.52 -7.28 1.16  N147 1.010
153 N -2.29 -7.37 1.89  C154 1.297, H157 1.010, H158 1.010
154 C -2.04 -6.10 1.88  N153 1.297, N155 1.325, O156 1.265
155 N -2.31 -5.60 3.07  C154 1.325, H159 1.010, H160 1.010
156 O -1.61 -5.41 0.91  C154 1.265
157 H -2.34 -7.91 2.74  N153 1.010
158 H -2.13 -7.93 1.06  N153 1.010
159 H -1.88 -4.72 3.34  N155 1.010
160 H -2.51 -6.23 3.83  N155 1.010
161 N 5.50 2.71 -3.98  C162 1.277, H165 1.010, H166 1.010
162 C 5.31 1.94 -2.98  N161 1.277, N163 1.313, O164 1.221
163 N 6.00 0.82 -3.11  C162 1.313, H167 1.010, H168 1.010
164 O 4.60 2.14 -2.02  C162 1.221
165 H 4.84 3.47 -4.01  N161 1.010
166 H 5.95 2.38 -4.83  N161 1.010
167 H 6.82 0.81 -3.69  N163 1.010
168 H 5.79 0.08 -2.46  N163 1.010

* SMILES string: COCCNCCOC.COCCNCCOC.COCCNCCOC.COCCNCCOC.COCCNCCOC.NC(N)=O.NC(N)=O.NC(N)=O.NC(N)=O.NC(N)=O.NC(N)=O
* HOMO level: -8.6 eV
* LUMO energy: -0.0611 eV
* net charge: 0
* orbital gap: 8.545 eV
* calculated total energy: -3565.35113 a.u.
* largest force on an atom: 7.594 eV Å⁻¹